DFT (ωB97M-V/def2-TZVPD) results for a structure of composition C39H52ClN2O4PV in a non-equilibrium geometry.

Cartesian coordinates (Å):
C (2.4748, -1.3626, 4.7722)
C (0.3039, 2.1660, -5.2198)
H (-3.0165, -1.9042, 3.8398)
C (-3.7974, -4.4867, -0.0769)
O (1.9594, 2.1882, -3.0400)
N (4.1164, -0.4550, 0.7047)
C (1.1392, -1.3967, -2.9508)
C (1.7098, -0.1774, -2.5991)
H (3.1685, 3.2527, -1.8338)
H (-0.0644, 2.9489, -4.5512)
C (1.4427, 0.9690, -3.3304)
H (-2.5145, 1.9694, 2.6992)
H (2.1768, -1.6172, 5.7803)
H (-0.6452, -3.0550, 0.3336)
H (-4.3076, -1.8749, 0.4298)
H (5.6465, -0.4245, 2.1078)
H (2.3550, -0.1488, -1.7403)
H (-0.3753, 0.6781, 2.7005)
H (-0.6287, -0.3743, -5.6412)
C (-2.1897, 1.0755, -0.0053)
H (-3.1683, 0.3231, 5.1873)
H (8.4226, 3.9344, -0.0337)
C (-2.4968, -4.1384, 0.6789)
H (-4.1590, 1.6295, 4.5473)
C (-3.8357, -2.0051, -0.5484)
H (-1.2080, -1.7138, 2.4413)
Cl (-0.4491, -2.9649, -4.4783)
H (-2.7322, -3.6531, 1.6285)
C (0.0406, -0.3112, -4.7898)
H (-5.0087, 1.3043, -2.4435)
H (-3.4787, 3.3132, -0.7529)
C (-1.6051, -3.2193, -0.1545)
H (-0.8639, 0.6916, -1.7032)
C (-4.1409, 2.4458, -0.8373)
H (-4.5527, 0.3273, 2.4667)
C (6.0397, 0.8780, -0.2453)
C (3.7562, -0.9984, 4.3345)
H (-4.2534, -1.2381, -1.1984)
O (-0.0901, -0.6310, 0.4498)
C (-3.6953, 1.3898, 0.1740)
C (-4.1870, -3.3929, -1.0855)
P (-1.5999, -0.5457, 0.5780)
H (5.7240, -1.2204, -0.4298)
C (-4.1804, -0.1785, 3.3568)
C (-1.7445, 1.2939, -1.4823)
H (1.2109, 2.5586, -5.6873)
H (-0.4381, 1.9783, -5.9965)
H (-5.1468, 2.7906, -0.5971)
C (-2.8606, 0.9974, -2.4909)
H (3.3835, 1.5095, -1.7060)
H (-0.8924, -0.1674, 4.1421)
C (0.3037, -1.4528, -4.0410)
C (5.1157, -0.3193, -0.3704)
H (-1.7138, 2.0895, 4.2491)
C (-4.1009, 1.8874, -2.2621)
H (-1.9269, -1.5353, -1.4428)
C (5.5827, 2.0967, 0.2559)
C (-3.2421, -1.3116, 2.9477)
C (1.7061, 2.3536, -0.5800)
C (7.3664, 0.7709, -0.6459)
N (2.3480, -0.9770, 2.5486)
H (-1.3831, -3.7180, -1.1029)
C (-2.2266, 1.3951, 3.5824)
C (4.5787, -0.5189, 1.9151)
C (-2.2982, -1.8618, -0.4658)
C (0.5995, 0.9086, -4.4477)
H (7.7370, -0.1785, -1.0244)
H (4.5633, 2.1766, 0.6193)
H (-2.4745, 1.1492, -3.4974)
H (-4.3125, 0.4945, 0.0433)
C (1.6488, -1.3303, 3.6477)
H (-5.0512, -0.6004, 3.8627)
H (6.0640, 4.1330, 0.7155)
C (2.6476, 2.3020, -1.7995)
C (6.4349, 3.1914, 0.3270)
C (8.2224, 1.8650, -0.5730)
H (0.5957, -1.5637, 3.5878)
C (-3.4732, 0.8280, 4.2620)
C (-1.8864, -0.8590, 2.3666)
O (1.9791, 1.5224, 0.3947)
H (4.6561, -0.9144, 4.9284)
O (0.8165, 3.1815, -0.5858)
H (-3.6517, -3.5437, -2.0279)
C (3.6510, -0.7704, 2.9656)
H (-4.1142, 2.7127, -2.9777)
H (-3.1416, -0.0566, -2.4349)
H (-3.6781, -5.4361, -0.6034)
H (-1.5979, 1.7519, 0.6210)
H (4.5751, -0.2633, -1.3117)
V (2.0958, -0.3648, 0.6897)
H (-3.8833, 1.7588, 1.1762)
H (-1.4188, 2.3273, -1.5922)
H (-4.6096, -4.6281, 0.6409)
H (1.3528, -2.2879, -2.3736)
H (-1.9512, -5.0487, 0.9303)
H (9.2561, 1.7638, -0.8853)
C (-1.2524, 0.2766, 3.2082)
C (7.7571, 3.0803, -0.0919)
H (-3.7579, -1.9820, 2.2642)
H (-5.2513, -3.4518, -1.3159)

Values from the calculation:
LUMO energy (alpha / beta)	0.51 / 0.33	eV
2S+1	4
energy above the lowest of the compared OMol25 structures with the same formula, charge and spin	23.6	kcal per mole